# 1
Formula: C4H8AlF2O2
Source: the Open Molecules 2025 dataset
Level of theory: ωB97M-V/def2-TZVPD

Summary:
- HOMO (eV) = -5.07
- gap between HOMO and LUMO (eV) = 8.8
- total charge = -1

Positions of all 17 atoms, in Å:
1 C -0.318 -0.618 2.256
2 C -0.773 0.360 1.180
3 F -2.163 0.384 1.136
4 C -0.165 0.085 -0.206
5 C 1.044 0.973 -0.576
6 O 1.310 0.761 -1.933
7 Al 0.075 -0.366 -2.592
8 F 0.515 -2.007 -2.488
9 O -1.073 0.069 -1.268
10 H 0.530 -0.199 2.794
11 H -0.032 -1.579 1.836
12 H -1.142 -0.787 2.946
13 H -0.458 1.362 1.492
14 H 0.288 -0.923 -0.142
15 H 0.871 2.036 -0.365
16 H 1.884 0.596 0.026
17 H -0.393 -0.147 -4.096

***

# 2
Formula: C4H8BF5INO6P
Source: the Open Molecules 2025 dataset
Level of theory: ωB97M-V/def2-TZVPD

Summary:
- HOMO (eV) = -1.88
- gap between HOMO and LUMO (eV) = 1.6
- total charge = -1

Positions of all 27 atoms, in Å:
1 N 4.959 -1.416 -1.486
2 B 4.381 -0.123 -1.317
3 O 5.032 0.842 -0.610
4 O 3.115 0.119 -1.915
5 P 1.907 0.929 -1.298
6 O 1.879 1.071 0.154
7 O 1.918 2.311 -2.071
8 I 1.104 2.536 -3.883
9 O 0.656 0.172 -1.965
10 C -0.014 -0.893 -1.407
11 F 0.810 -1.641 -0.670
12 F -0.431 -1.638 -2.425
13 C -1.253 -0.435 -0.540
14 F -2.376 -0.877 -1.112
15 F -1.166 -0.932 0.679
16 F -1.307 0.894 -0.477
17 H 4.371 -2.053 -2.009
18 H 5.893 -1.436 -1.876
19 H 4.667 1.733 -0.676
20 C -3.511 0.055 2.964
21 C -5.022 0.157 3.281
22 O -5.321 0.422 4.552
23 H -3.055 -0.741 3.561
24 H -3.340 -0.161 1.900
25 H -3.014 0.999 3.213
26 H -5.462 -0.813 2.892
27 H -5.418 0.921 2.541

***

# 3
Formula: C4H8BeO3
Source: the Open Molecules 2025 dataset
Level of theory: ωB97M-V/def2-TZVPD

Summary:
- HOMO (eV) = -19.91
- gap between HOMO and LUMO (eV) = 7.8
- total charge = +2

Positions of all 16 atoms, in Å:
1 C -1.463 -1.344 1.889
2 C -1.249 -0.467 0.679
3 O -0.024 0.244 0.917
4 H -2.243 -2.094 1.701
5 H -0.534 -1.849 2.182
6 H -1.789 -0.706 2.720
7 H -2.060 0.265 0.557
8 H -1.147 -1.062 -0.239
9 Be 0.062 2.268 -0.490
10 O 0.328 0.926 -0.262
11 O 1.208 2.247 -2.178
12 C 1.802 1.185 -2.027
13 C 1.370 0.240 -0.962
14 H 1.011 -0.697 -1.417
15 H 2.514 0.822 -2.783
16 H 2.214 0.023 -0.288

***

# 4
Formula: C4H8Br2N
Source: the Open Molecules 2025 dataset
Level of theory: ωB97M-V/def2-TZVPD

Summary:
- HOMO (eV) = -13.18
- gap between HOMO and LUMO (eV) = 7.9
- total charge = +1

Positions of all 15 atoms, in Å:
1 C -0.933 -1.714 1.581
2 C 0.281 -1.169 0.868
3 C 0.489 2.081 -1.543
4 C 0.629 0.102 0.968
5 N -0.160 0.929 -1.801
6 Br 1.246 -2.363 -0.388
7 Br 2.058 0.978 0.317
8 H -0.966 -1.381 2.578
9 H -1.922 -1.489 1.144
10 H 1.421 2.348 -1.996
11 H -0.125 2.832 -0.967
12 H -0.849 -2.883 1.708
13 H -0.096 0.639 1.615
14 H 0.039 0.219 -2.569
15 H -1.114 0.870 -1.515

***

# 5
Formula: C4H8Br2S
Source: the Open Molecules 2025 dataset
Level of theory: ωB97M-V/def2-TZVPD

Summary:
- HOMO (eV) = -8.99
- SMILES string = C[C@H](Br)S[C@H](C)Br
- gap between HOMO and LUMO (eV) = 9.6
- total charge = 0

Positions of all 15 atoms, in Å:
1 C 0.970 2.468 -0.776
2 C -1.429 -2.307 0.169
3 C 0.876 1.091 -0.101
4 C -0.551 -1.215 0.735
5 S -0.669 0.301 -0.569
6 Br 2.392 -0.091 -0.871
7 Br -1.238 -0.502 2.441
8 H 0.738 3.205 -0.032
9 H 1.986 2.481 -1.266
10 H 0.272 2.554 -1.615
11 H -1.410 -3.048 0.866
12 H -0.977 -2.686 -0.814
13 H -2.495 -1.970 0.156
14 H 1.071 1.150 0.962
15 H 0.464 -1.430 0.716

***

# 6
Formula: C4H8BrClN
Source: the Open Molecules 2025 dataset
Level of theory: ωB97M-V/def2-TZVPD

Summary:
- HOMO (eV) = -13.82
- SMILES string = C[C@]([NH3+])(Br)/C=C/Cl
- gap between HOMO and LUMO (eV) = 10.2
- total charge = +1

Positions of all 15 atoms, in Å:
1 C 1.161 -0.497 -0.235
2 C 2.318 0.127 -0.095
3 C -1.463 -0.098 -1.094
4 C -0.308 0.321 -0.098
5 N -0.961 -0.104 1.265
6 Cl 3.772 -0.690 0.123
7 Br 0.010 2.206 0.079
8 H 0.915 -1.596 -0.342
9 H 2.465 1.218 -0.420
10 H -2.334 0.545 -0.694
11 H -1.051 0.133 -2.062
12 H -1.543 -1.210 -0.839
13 H -0.201 0.155 1.883
14 H -1.076 -1.105 1.261
15 H -1.707 0.596 1.268

***

# 7
Formula: C4H8BrNO2S
Source: the Open Molecules 2025 dataset
Level of theory: ωB97M-V/def2-TZVPD

Summary:
- HOMO (spin up / spin down) (eV) = -9.23 / -9.16
- gap between HOMO and LUMO (spin up / spin down) (eV) = 7.7 / 7.9
- total charge = 0

Positions of all 17 atoms, in Å:
1 C 0.326 -2.837 -1.431
2 C 0.771 -1.645 -1.623
3 C 0.888 1.154 1.808
4 C -0.523 1.188 1.192
5 N -0.686 1.492 -0.197
6 O -2.273 -0.404 -0.502
7 O -1.523 1.063 -2.449
8 S -1.252 0.338 -1.247
9 Br 2.486 -1.002 -1.524
10 H 0.917 -3.835 -1.448
11 H -0.638 -3.066 -1.263
12 H 1.570 0.335 1.476
13 H 1.308 2.106 1.617
14 H 0.799 0.881 2.932
15 H -0.919 0.203 1.213
16 H -1.262 1.757 1.783
17 H 0.011 2.273 -0.338

***

# 8
Formula: C4H8BrNO4
Source: the Open Molecules 2025 dataset
Level of theory: ωB97M-V/def2-TZVPD

Summary:
- HOMO (eV) = -8.88
- SMILES string = [O-]/[N+](O)=C(/Br)CO.CC=O
- gap between HOMO and LUMO (eV) = 9.6
- total charge = 0

Positions of all 18 atoms, in Å:
1 C 1.685 1.370 -2.109
2 C -1.651 0.191 1.586
3 C 0.332 0.923 -1.673
4 C -1.203 -1.132 1.033
5 N 0.051 -1.386 0.872
6 O 0.982 -0.620 1.179
7 O 0.397 -2.609 0.351
8 O -0.885 0.626 2.668
9 O -0.025 -0.213 -1.524
10 Br -2.448 -2.397 0.457
11 H 2.344 0.522 -2.276
12 H 1.584 1.948 -3.024
13 H 2.108 2.022 -1.347
14 H -1.624 0.933 0.767
15 H -2.683 0.106 1.936
16 H -0.370 1.764 -1.487
17 H 0.055 0.527 2.424
18 H 1.351 -2.574 0.170

***

# 9
Formula: C4H8BrO2PdS
Source: the Open Molecules 2025 dataset
Level of theory: ωB97M-V/def2-TZVPD

Summary:
- 2S+1 = 3
- HOMO (spin up / spin down) (eV) = -12.65 / -12.61
- gap between HOMO and LUMO (spin up / spin down) (eV) = 6.0 / 3.0
- total charge = +1

Positions of all 17 atoms, in Å:
1 Pd -2.253 -2.352 5.749
2 Br -2.195 -1.770 3.260
3 C 1.324 -0.439 -0.251
4 C 1.378 0.818 -1.119
5 C 0.002 0.906 -1.792
6 S -1.178 0.469 -0.450
7 O -2.210 -0.413 -0.977
8 O -1.564 1.650 0.303
9 C 0.052 -0.419 0.571
10 H 2.202 -0.595 0.384
11 H 1.345 -1.358 -0.847
12 H 2.136 0.711 -1.892
13 H 1.552 1.721 -0.536
14 H -0.064 0.206 -2.620
15 H -0.246 1.910 -2.131
16 H -0.405 -1.330 0.942
17 H 0.126 0.285 1.406

***

# 10
Formula: C4H8CaClO8S2
Source: the Open Molecules 2025 dataset
Level of theory: ωB97M-V/def2-TZVPD

Summary:
- HOMO (eV) = -13.34
- gap between HOMO and LUMO (eV) = 7.7
- total charge = +1

Positions of all 24 atoms, in Å:
1 Ca 14.411 4.447 13.985
2 Cl 14.384 2.417 12.243
3 C 14.785 0.923 8.605
4 C 16.208 1.329 8.186
5 O 16.058 2.562 7.477
6 S 14.616 2.672 6.796
7 O 14.590 1.974 5.558
8 O 14.198 4.041 6.826
9 O 13.880 1.801 7.936
10 H 14.697 1.048 9.687
11 H 14.450 -0.085 8.362
12 H 16.729 0.601 7.567
13 H 16.785 1.557 9.077
14 C 12.293 3.912 9.699
15 C 10.841 4.183 10.147
16 O 11.075 4.670 11.485
17 S 12.242 5.784 11.326
18 O 13.004 5.869 12.563
19 O 11.685 6.971 10.777
20 O 13.106 4.949 10.231
21 H 12.456 3.950 8.618
22 H 12.633 2.929 10.026
23 H 10.303 3.243 10.179
24 H 10.319 4.942 9.567

***

# 11
Formula: C4H8Cl2
Source: the Open Molecules 2025 dataset
Level of theory: ωB97M-V/def2-TZVPD

Summary:
- HOMO (eV) = -9.93
- SMILES string = C=CCl.CCCl
- gap between HOMO and LUMO (eV) = 10.8
- total charge = 0

Positions of all 14 atoms, in Å:
1 C -3.064 -0.763 0.057
2 C -2.426 0.236 -0.533
3 C 2.516 0.911 0.039
4 C 1.698 -0.323 0.364
5 H -2.568 -1.563 0.595
6 H -2.953 1.020 -1.067
7 H -1.343 0.282 -0.487
8 H 3.503 0.859 0.510
9 H 2.651 1.015 -1.041
10 H 2.000 1.801 0.415
11 H 0.715 -0.289 -0.108
12 H 1.563 -0.447 1.441
13 Cl -4.790 -0.926 0.043
14 Cl 2.499 -1.814 -0.227

***

# 12
Formula: C4H8Cl2Si
Source: the Open Molecules 2025 dataset
Level of theory: ωB97M-V/def2-TZVPD

Summary:
- HOMO (spin up / spin down) (eV) = -8.60 / -8.56
- gap between HOMO and LUMO (spin up / spin down) (eV) = 8.2 / 8.7
- total charge = 0

Positions of all 15 atoms, in Å:
1 C -2.266 1.533 0.405
2 C -1.818 1.071 -0.732
3 C -0.018 -1.748 0.485
4 C 0.585 -0.433 0.169
5 Si 2.232 -0.052 -0.637
6 Cl 3.724 -1.303 0.060
7 Cl 2.889 1.867 0.059
8 H -3.248 2.014 0.426
9 H -1.785 1.308 1.369
10 H -1.666 1.511 -1.725
11 H -0.265 -2.025 1.529
12 H -1.027 -1.873 0.011
13 H 0.645 -2.481 0.079
14 H 0.064 0.461 0.510
15 H 1.955 0.151 -2.007

***

# 13
Formula: C4H8Cl3INO4P
Source: the Open Molecules 2025 dataset
Level of theory: ωB97M-V/def2-TZVPD

Summary:
- HOMO (eV) = -10.18
- gap between HOMO and LUMO (eV) = 8.5
- total charge = 0

Positions of all 22 atoms, in Å:
1 C 2.875 -1.009 1.235
2 C 2.732 0.476 1.134
3 N 3.688 1.185 0.697
4 C 1.434 1.131 1.575
5 O 0.474 0.263 2.165
6 P -0.762 -0.434 1.481
7 O -1.905 -0.539 2.369
8 O -0.155 -1.807 0.946
9 O -1.103 0.429 0.168
10 I -0.169 0.283 -1.578
11 H 3.886 -1.278 0.941
12 H 2.159 -1.514 0.586
13 H 2.679 -1.347 2.253
14 H 3.448 2.179 0.689
15 H 1.677 1.865 2.343
16 H 0.984 1.669 0.738
17 H -0.576 -2.166 0.158
18 C -4.331 0.183 -3.510
19 Cl -3.140 1.232 -4.280
20 Cl -5.459 -0.465 -4.697
21 Cl -3.545 -1.115 -2.611
22 H -4.891 0.780 -2.802

***

# 14
Formula: C4H8Cl3OP
Source: the Open Molecules 2025 dataset
Level of theory: ωB97M-V/def2-TZVPD

Summary:
- HOMO (spin up / spin down) (eV) = -8.50 / -8.58
- gap between HOMO and LUMO (spin up / spin down) (eV) = 5.3 / 5.5
- total charge = 0

Positions of all 17 atoms, in Å:
1 C -0.466 2.011 0.677
2 C 1.677 -1.494 0.148
3 C -0.442 1.542 -0.734
4 C 0.138 -1.652 0.225
5 O -0.325 -0.735 -2.381
6 P -0.573 -0.324 -1.036
7 Cl -1.939 1.955 -1.656
8 Cl -0.416 -3.071 -0.540
9 Cl -2.515 -0.180 2.109
10 H 0.265 1.418 1.207
11 H -1.431 1.805 1.043
12 H -0.292 3.090 0.763
13 H 2.056 -1.805 -0.763
14 H 2.118 -0.507 0.208
15 H 2.011 -2.186 0.878
16 H 0.354 1.745 -1.343
17 H -0.221 -1.612 1.196

***

# 15
Formula: C4H8ClFN2
Source: the Open Molecules 2025 dataset
Level of theory: ωB97M-V/def2-TZVPD

Summary:
- HOMO (eV) = -9.22
- SMILES string = N[C@@H]1C[C@H](N)[C@@]1(F)Cl
- gap between HOMO and LUMO (eV) = 10.2
- total charge = 0

Positions of all 16 atoms, in Å:
1 C -0.520 -1.009 -0.537
2 C -0.900 0.447 -0.451
3 C 0.507 0.921 -0.430
4 C 0.869 -0.494 0.020
5 H -1.054 -1.345 1.297
6 H -1.053 -2.752 0.476
7 H -0.675 -1.450 -1.571
8 H -1.414 0.654 0.429
9 H -1.368 0.848 -1.377
10 H 0.988 1.031 -1.377
11 H 0.879 2.971 0.209
12 H 0.843 1.743 1.356
13 N -1.289 -1.774 0.350
14 N 1.047 1.895 0.386
15 F 0.691 -0.487 1.425
16 Cl 2.448 -1.199 -0.206

***

# 16
Formula: C4H8ClFN3
Source: the Open Molecules 2025 dataset
Level of theory: ωB97M-V/def2-TZVPD

Summary:
- HOMO (spin up / spin down) (eV) = -14.05 / -14.05
- gap between HOMO and LUMO (spin up / spin down) (eV) = 5.9 / 5.9
- total charge = +1

Positions of all 17 atoms, in Å:
1 C -1.042 0.183 1.507
2 C -0.475 0.224 0.060
3 C 0.969 -0.246 -0.165
4 C 1.258 -0.591 -1.597
5 N -0.490 -0.484 2.378
6 N -2.096 0.894 1.695
7 N 1.220 -1.404 0.570
8 F -0.634 1.452 -0.359
9 Cl 2.779 -1.669 0.979
10 H -1.201 -0.425 -0.675
11 H 1.540 0.792 0.000
12 H 0.587 -1.368 -1.798
13 H 2.324 -0.748 -1.729
14 H 0.995 0.158 -2.359
15 H -2.447 1.441 0.872
16 H -2.447 1.157 2.623
17 H 0.400 -0.910 2.369